# 1
Formula: C3H8N4
Source: the OMol25 dataset
Level of theory: ωB97M-V/def2-TZVPD

```
15
Properties=species:S:1:pos:R:3:forces:R:3
C -0.3068 0.4634 -0.1188 2.0 0.3 -1.0
C 0.4360 -0.8205 0.3054 1.5 1.6 -0.8
N -1.3336 0.3089 -1.0211 -1.8 -0.6 -0.5
N -0.5627 1.3872 0.8737 -1.0 0.5 1.7
N 0.0151 -1.9299 0.9409 -1.0 -2.3 1.2
C 1.5728 -0.3726 -0.2923 -0.2 -1.9 1.6
N 1.0413 0.7706 -0.8346 0.2 0.7 -1.9
H -1.1884 -0.3289 -1.7933 0.0 0.4 0.3
H -2.1187 0.9406 -1.0680 0.4 -0.1 0.0
H 0.1316 1.4831 1.6043 -0.3 0.1 -0.4
H -1.2540 2.1156 0.7738 0.4 -0.2 -0.1
H -0.8974 -1.9699 1.3878 0.5 0.4 -0.4
H 0.3542 -2.8562 0.6869 -0.1 0.7 -0.1
H 1.5314 1.6037 -1.1318 -0.3 0.1 0.7
H 2.5793 -0.7951 -0.3130 -0.3 0.3 -0.3
```
Forces are in eV/Å.

## Properties
* LUMO energy: 0.04108 Ha
* energy relative to the best compared isomer or geometry (same formula, charge and spin): 279.7 kJ/mol
* HOMO: -5.92 eV

# 2
Formula: C40H42N6O2PtS
Source: the OMol25 dataset
Level of theory: ωB97M-V/def2-TZVPD

```
92
Properties=species:S:1:pos:R:3:forces:R:3
Pt -0.3054 -0.7720 0.3771 0.2 -0.4 0.5
O 1.3434 -0.2283 1.3686 -0.2 0.4 -0.5
C 1.2003 -0.7816 2.6567 0.1 -0.1 0.2
C 0.4690 0.2141 3.5323 0.0 0.0 0.1
C -0.7700 0.8235 2.9395 0.0 -0.1 0.0
C -1.3497 1.8322 3.7008 0.0 0.0 0.0
C -2.4314 2.5384 3.2322 0.0 0.0 0.0
C -2.9151 2.2188 1.9771 -0.1 -0.1 0.1
C -2.3438 1.1893 1.2603 0.1 -0.1 -0.1
C -2.7981 0.9508 -0.1405 0.3 0.1 -0.1
C -1.6947 1.4239 -1.1262 0.1 -0.1 0.4
O -0.4568 0.7289 -0.8801 0.2 -0.1 0.2
C -2.0565 1.1670 -2.5776 0.1 -0.1 -0.1
C -1.1315 1.5673 -3.5426 0.0 0.0 0.0
C -1.3587 1.3246 -4.8858 0.0 0.0 0.0
C -2.5253 0.6834 -5.2880 0.0 0.0 0.0
C -3.4565 0.2978 -4.3385 0.0 0.0 0.0
C -3.2199 0.5345 -2.9888 -0.1 0.0 0.0
C -1.4073 2.9050 -0.8631 -0.1 0.0 0.0
C -0.3542 3.3102 -0.0498 0.0 -0.1 0.0
C -0.1716 4.6569 0.2385 0.0 0.0 0.0
C -1.0423 5.6058 -0.2753 0.0 0.0 0.0
C -2.0941 5.2054 -1.0879 0.0 0.0 0.0
C -2.2731 3.8630 -1.3844 0.0 0.0 0.0
N -1.2943 0.4638 1.7495 -0.3 0.4 -0.3
C 0.3721 -2.0714 2.5348 0.0 0.2 0.0
C -0.5320 -2.5003 3.5228 -0.2 -0.1 0.0
C -1.2209 -3.6847 3.3758 0.1 0.1 0.1
C -1.0517 -4.4791 2.2329 0.1 0.0 -0.1
C -0.1557 -4.0886 1.2681 -0.1 -0.2 0.1
C 0.5733 -2.8963 1.4258 0.1 0.0 -0.1
C 2.5860 -1.1028 3.2109 -0.1 -0.1 0.0
C 2.8195 -1.1580 4.5811 0.0 0.0 0.0
C 4.0693 -1.5176 5.0649 0.0 0.0 0.0
C 5.0968 -1.8218 4.1851 0.0 0.0 0.0
C 4.8683 -1.7669 2.8179 0.0 0.0 0.0
C 3.6187 -1.4140 2.3333 0.0 0.0 0.0
H 1.1566 1.0270 3.7716 0.0 0.0 -0.1
H 0.1854 -0.2206 4.4907 0.1 0.1 0.0
H -0.9036 2.0664 4.6580 0.0 0.0 0.0
H -2.8645 3.3434 3.8104 0.0 0.0 0.0
H -3.7184 2.7821 1.5240 0.0 0.0 0.0
H -3.7149 1.5037 -0.3339 0.1 0.1 0.0
H -2.9928 -0.1029 -0.2939 -0.1 0.0 0.0
H -0.2367 2.0945 -3.2297 0.0 0.0 0.0
H -0.6402 1.6556 -5.6251 0.0 0.0 0.0
H -2.7114 0.5001 -6.3378 0.0 0.0 0.0
H -4.3775 -0.1799 -4.6461 0.0 0.0 0.0
H -3.9725 0.2303 -2.2712 0.0 0.0 0.0
H 0.3341 2.5750 0.3458 0.0 0.0 0.0
H 0.6563 4.9647 0.8643 0.0 0.0 0.0
H -0.8967 6.6550 -0.0548 0.0 0.0 0.0
H -2.7721 5.9411 -1.5004 0.0 0.0 0.0
H -3.0864 3.5619 -2.0353 0.0 0.0 0.0
H -0.6789 -1.9253 4.4264 0.0 0.0 0.0
H -1.8871 -4.0136 4.1645 0.0 0.0 0.0
H -1.5799 -5.4198 2.1441 0.0 0.0 0.0
H 0.0457 -4.7234 0.4149 0.0 0.0 0.0
H 1.4255 -2.7353 0.7881 0.1 0.1 0.0
H 2.0381 -0.9244 5.2939 0.0 0.0 0.0
H 4.2391 -1.5554 6.1326 0.0 0.0 0.0
H 6.0709 -2.0999 4.5639 0.0 0.0 0.0
H 5.6683 -2.0001 2.1274 0.0 0.0 0.0
H 3.4419 -1.3671 1.2670 0.0 0.0 0.0
N -3.2663 -1.7164 1.8168 -0.1 0.0 -0.1
N -3.5783 -2.8221 1.0388 0.0 0.0 0.0
C -3.0326 -3.0180 -0.1584 0.0 -0.1 -0.2
N -3.4592 -4.0828 -0.8431 0.0 0.0 0.1
S -1.8722 -2.0616 -0.9713 0.0 0.1 -0.1
H -2.8430 -2.0192 2.6864 0.0 0.0 0.0
H -4.1076 -1.1831 2.0020 0.0 0.0 0.0
H -4.1860 -3.5383 1.4138 -0.1 0.0 0.0
H -4.2473 -4.6349 -0.5430 0.0 0.0 0.0
H -3.0775 -4.2684 -1.7556 0.0 0.0 0.0
N 0.9770 -1.4953 -1.0276 -0.1 -0.4 0.0
C 1.7427 -1.0317 -1.7767 0.0 0.4 0.1
N 2.5855 -0.5417 -2.6034 -0.1 -0.2 -0.1
C 2.2071 -0.3533 -4.0289 0.0 0.0 0.0
C 2.7104 0.9969 -4.5087 0.0 0.0 0.0
C 4.2048 1.1448 -4.2368 0.0 0.0 0.0
C 4.4818 1.0093 -2.7421 0.0 0.0 0.0
C 4.0054 -0.3363 -2.2206 0.0 0.0 0.0
H 1.1231 -0.4390 -4.0977 0.0 0.0 0.0
H 2.6614 -1.1689 -4.5975 0.0 0.0 0.0
H 2.1603 1.7879 -3.9905 0.0 0.0 0.0
H 2.4909 1.0873 -5.5731 0.0 0.0 0.0
H 4.5631 2.1065 -4.6012 0.0 0.0 0.0
H 4.7544 0.3718 -4.7835 0.0 0.0 0.0
H 3.9683 1.8057 -2.1969 0.0 0.0 0.0
H 5.5469 1.1007 -2.5279 0.0 0.0 0.0
H 4.0691 -0.3979 -1.1354 0.0 0.0 0.0
H 4.5833 -1.1562 -2.6548 0.0 0.0 0.0
```
Forces are in eV/Å.

## Properties
* LUMO energy: -0.24795 Ha
* energy relative to the best compared isomer or geometry (same formula, charge and spin): 82.8 kJ/mol
* HOMO: -13.25 eV
* total charge: +2

# 3
Formula: C6H11N3
Source: the OMol25 dataset
Level of theory: ωB97M-V/def2-TZVPD

```
20
Properties=species:S:1:pos:R:3:forces:R:3
C -0.9295 -1.0509 -1.4623 0.0 0.0 -0.3
C 1.2532 1.2388 0.8862 0.0 0.2 0.1
C -0.6341 -1.0735 1.0356 -2.5 -0.5 0.1
C -0.2607 -0.4345 -0.2654 0.8 0.2 0.4
C 0.6222 0.5883 -0.3234 -0.9 -1.2 1.5
N 0.2979 -1.4292 1.9667 1.9 -0.1 0.0
C 0.2999 2.1176 -1.9369 1.0 -0.9 -0.1
N 1.0214 1.1257 -1.5301 -1.2 2.3 -1.6
N -1.8820 -1.3342 1.2633 0.6 0.6 -0.6
H 0.0355 -2.1884 2.5820 -0.1 0.2 -0.1
H 1.2387 -1.5453 1.6022 -0.2 0.1 0.2
H -1.9801 -1.7429 2.1936 -0.1 -0.1 -0.1
H -0.8596 -2.1434 -1.4191 -0.2 0.2 0.1
H -0.4753 -0.7431 -2.4089 0.0 0.1 0.2
H -1.9880 -0.7724 -1.4939 0.1 -0.2 0.1
H 1.4494 2.3006 0.6981 0.0 -0.2 -0.2
H 0.6064 1.2020 1.7675 0.1 -0.3 -0.2
H 2.2092 0.7588 1.1182 0.0 0.2 0.1
H 0.5441 2.6100 -2.8915 0.0 -0.3 0.4
H -0.5685 2.5160 -1.3818 0.3 -0.3 -0.1
```
Forces are in eV/Å.

## Properties
* LUMO energy: 0.03458 Ha
* energy relative to the best compared isomer or geometry (same formula, charge and spin): 130.2 kJ/mol
* HOMO: -8.51 eV

# 4
Formula: C6H15N2
Source: the OMol25 dataset
Level of theory: ωB97M-V/def2-TZVPD

```
23
Properties=species:S:1:pos:R:3:forces:R:3
C 0.3637 0.9117 0.0436 1.3 3.5 -1.6
C 0.5112 -1.5587 -1.4444 1.0 -0.9 3.6
C -1.7641 -1.0024 -0.4029 2.2 0.6 -1.1
C 0.1092 -1.9884 0.9632 -2.1 0.6 2.0
C 0.4251 2.8643 1.5342 -0.9 1.2 -0.9
C -0.3064 -1.2624 -0.1943 -1.5 -2.6 -2.6
N 0.6634 1.6173 -1.0526 -1.2 -3.3 1.8
N 0.2701 1.4165 1.2103 -0.2 1.4 0.1
H 1.5478 -1.1940 -1.2745 -0.4 -0.2 -0.7
H 0.0058 -1.2380 -2.2667 -0.9 1.3 -2.7
H 0.5330 -2.6676 -1.5072 0.4 0.4 -0.1
H -2.3769 -1.2679 0.3759 -1.4 -0.9 2.0
H -2.0672 -1.4924 -1.3010 -0.5 -0.4 -0.7
H -1.9570 0.0396 -0.5599 -0.3 1.2 -0.3
H 1.1670 -1.9772 1.0603 0.9 -0.7 0.5
H -0.4492 -2.9427 0.9784 1.0 -0.4 0.0
H -0.4192 -1.5118 1.8306 0.8 -0.2 0.0
H -0.1843 3.2340 2.3838 0.1 -1.0 -0.3
H -0.0214 3.4654 0.6460 1.4 -0.8 1.4
H 1.4777 3.0101 1.8300 -0.4 0.4 -0.7
H 0.4481 1.2589 -1.9564 0.1 -0.1 -0.6
H 0.9374 2.5236 -0.8692 0.8 2.4 -0.3
H 0.1147 0.8466 1.9864 -0.2 -1.4 1.3
```
Forces are in eV/Å.

## Properties
* LUMO energy (spin up / spin down): -0.11876 / -0.25121 Ha
* energy relative to the best compared isomer or geometry (same formula, charge and spin): 198.7 kJ/mol
* ⟨S²⟩: 2.008
* spin multiplicity: 3
* HOMO (spin up / spin down): -9.87 / -15.14 eV
* total charge: +1

# 5
Formula: C9H30N6O9
Source: the OMol25 dataset
Level of theory: ωB97M-V/def2-TZVPD

```
54
Properties=species:S:1:pos:R:3:forces:R:3
C 15.3060 19.7988 -6.2680 -0.8 1.4 0.3
O 14.2004 20.0688 -6.7192 0.0 -0.4 0.1
N 16.4181 20.4779 -6.6686 1.0 -0.5 0.1
N 15.4939 18.9978 -5.1929 0.6 -0.8 0.6
H 17.3187 20.1034 -6.4206 0.0 0.2 0.0
H 16.4083 21.0977 -7.4564 -0.4 -0.1 -0.1
H 16.4097 18.7530 -4.8582 0.0 0.2 -0.2
H 14.7596 18.4914 -4.7326 -0.3 0.1 -0.4
C 12.1260 12.4337 -3.4044 -0.2 0.0 -0.1
O 11.4104 12.8902 -4.2752 0.1 0.2 -0.1
N 11.7167 11.4285 -2.5791 0.2 -0.1 0.3
N 13.3861 12.9139 -3.1593 0.0 0.0 -0.1
H 12.3329 11.0537 -1.8822 -0.2 -0.1 0.1
H 10.7430 11.1918 -2.5669 0.0 -0.1 -0.1
H 13.7751 13.4589 -3.9085 0.2 0.1 0.1
H 14.0062 12.4936 -2.4906 0.1 0.0 -0.1
C 7.9421 16.8601 -6.0553 1.1 -0.5 -0.4
O 6.9279 17.1905 -6.6329 -0.3 0.0 0.0
N 9.1901 16.8289 -6.6368 -0.5 0.3 0.2
N 7.9668 16.4275 -4.7596 -0.9 0.4 0.8
H 9.2433 16.7756 -7.6354 0.1 0.2 0.0
H 10.0042 16.7649 -6.0483 0.1 -0.4 -0.3
H 7.0971 16.5329 -4.2684 0.0 -0.1 0.1
H 8.7366 16.0140 -4.2675 0.2 0.0 -0.4
C 12.9843 13.8221 1.1144 -0.5 0.4 0.1
C 13.1710 14.5797 -0.1940 0.5 -1.1 0.7
O 14.5454 14.6059 -0.5884 -0.2 0.3 -0.3
O 13.5637 14.4898 2.2221 0.3 -0.1 0.0
H 13.4198 12.8252 1.0634 0.3 0.1 0.0
H 11.9069 13.6698 1.2732 0.0 0.1 0.0
H 12.8089 15.6023 -0.0751 -0.4 -0.1 -0.3
H 12.6506 13.9680 -0.9313 -0.2 0.6 -0.4
H 14.9592 15.3305 -0.1097 0.2 -0.2 0.1
H 13.0797 15.3031 2.3911 -0.1 0.0 0.0
C 12.9241 16.9057 -3.0711 -0.7 0.0 0.8
C 12.1485 17.2273 -4.3326 1.1 0.2 0.1
O 11.5179 16.0843 -4.8642 -0.6 0.3 0.2
O 14.0386 16.1092 -3.3958 0.4 -0.1 -0.4
H 12.2217 16.4078 -2.3858 0.1 -0.4 -0.2
H 13.1898 17.8045 -2.4952 0.3 0.2 -0.5
H 12.8261 17.6380 -5.0943 0.0 0.2 0.1
H 11.4418 18.0156 -4.0740 -0.4 -0.3 -0.3
H 12.1692 15.3904 -5.0095 0.0 -0.1 0.1
H 14.3496 15.5768 -2.6530 -0.2 0.1 0.3
C 13.4487 17.0460 -8.0683 1.3 0.1 0.5
C 12.3921 18.0398 -8.4421 -0.3 1.0 -1.0
O 12.9200 19.2537 -8.9879 0.3 0.0 0.1
O 14.0679 16.4871 -9.2257 -0.3 -0.2 0.1
H 13.0790 16.2554 -7.4133 -0.3 -0.3 -0.5
H 14.2720 17.4888 -7.4869 -0.4 0.4 0.1
H 11.6742 18.3062 -7.6638 0.0 -0.4 0.2
H 11.8847 17.6338 -9.3236 -0.4 -0.3 0.4
H 13.2695 19.8012 -8.2615 0.0 -0.4 -0.1
H 14.4114 17.2383 -9.7215 0.0 0.0 -0.1
```
Forces are in eV/Å.

## Properties
* LUMO energy: 0.00004 Ha
* energy relative to the best compared isomer or geometry (same formula, charge and spin): 29.5 kJ/mol
* HOMO: -9.20 eV